Below is a molecular structure, C19H23I2N4O2RhSe3Te, with properties calculated with ωB97M-V/def2-TZVPD.

XYZ file:
```
55
Properties=species:S:1:pos:R:3
C 1.702 -3.909 0.077
H 3.616 3.304 -1.365
C -3.015 1.322 0.081
H 4.996 0.014 1.253
C 2.360 0.829 -0.370
C -2.239 -2.947 1.327
C -4.977 2.778 -0.032
H 2.144 2.527 -3.129
N -2.572 -1.534 1.245
C -0.866 -3.288 0.779
O 1.570 0.441 0.512
H 0.990 -5.907 -0.269
C 2.768 1.788 -2.622
I -2.333 4.249 -0.180
C -5.270 0.396 0.071
C -3.606 2.596 -0.014
C -0.566 -4.586 0.393
H -5.924 -0.468 0.078
C -3.895 0.210 0.089
H 3.104 1.068 -3.376
H 5.452 1.921 -0.511
H 4.642 2.828 -2.729
H -1.344 -5.338 0.383
N 3.686 0.929 -0.098
H 3.363 0.350 1.878
Te 0.321 2.955 2.294
O -1.719 1.177 0.123
H -2.629 -1.244 -0.815
H 2.732 -4.115 -0.177
H -4.131 -1.895 -0.147
C 4.638 1.454 -1.066
H -0.014 0.337 -1.324
H 0.481 0.588 -3.005
N 0.062 -2.331 0.779
H 5.069 0.638 -1.659
I -7.888 1.928 0.021
C 3.955 2.460 -1.968
Se 1.497 1.491 3.954
H -2.248 -3.250 2.377
H 4.512 1.674 1.682
H -3.084 -1.242 2.067
H 0.041 1.964 -1.967
N 1.938 1.110 -1.630
C -5.809 1.671 0.026
H -5.390 3.775 -0.093
C 1.321 -2.633 0.449
Rh -0.560 -0.187 1.218
Se 2.025 4.128 1.115
C 0.733 -4.900 0.035
C 4.169 0.727 1.258
C 0.538 0.991 -1.991
C -3.322 -1.176 0.031
Se -0.063 -0.296 3.637
H 2.023 -1.811 0.491
H -2.984 -3.562 0.811
```

Output
Total energy: -252674.4819 eV
Spin multiplicity: 5
Frontier orbital gap (spin up / spin down): 0.262 / 0.218 Ha
Relative energy (zero: lowest compared OMol25 entry of this formula, charge and spin): 3.6 kcal per mole